No. 1
ORCA calculation (ωB97M-V/def2-TZVPD) on a structure of composition C27H57ClN8P2Pd.

**Calculated total energy**: -75424.199 eV
**Net charge**: 0
**Multiplicity**: 3
**E_LUMO (spin up / spin down)**: 0.0088 / -0.0026 Ha

Atoms and positions in Å:
Pd: -0.088 0.143 0.098
Cl: -1.124 0.624 2.656
C: -0.673 -0.957 1.960
H: -1.569 -1.564 1.896
H: 0.093 -1.402 2.584
C: 4.584 -1.759 1.118
C: 3.174 -1.688 0.528
C: 2.249 -2.652 1.280
P: 2.345 -0.031 0.361
C: 3.070 0.685 -1.217
C: 4.507 0.291 -1.572
C: 2.176 0.378 -2.428
C: 2.959 1.115 1.678
C: 4.402 1.622 1.640
C: 2.604 0.552 3.060
H: 4.952 -2.787 1.044
H: 4.574 -1.497 2.177
H: 5.297 -1.115 0.614
H: 3.213 -2.035 -0.511
H: 2.167 -2.375 2.335
H: 2.649 -3.670 1.234
H: 1.245 -2.653 0.858
H: 3.043 1.762 -1.022
H: 4.586 -0.781 -1.766
H: 5.229 0.549 -0.800
H: 4.812 0.806 -2.489
H: 2.134 -0.699 -2.614
H: 2.589 0.843 -3.332
H: 1.149 0.721 -2.298
H: 2.312 1.974 1.503
H: 5.131 0.848 1.874
H: 4.511 2.408 2.393
H: 4.662 2.065 0.678
H: 3.191 -0.340 3.296
H: 1.546 0.299 3.129
H: 2.819 1.297 3.830
N: 1.851 3.921 -2.629
C: 0.794 4.716 -2.329
N: 0.568 5.774 -3.145
N: -0.001 4.527 -1.321
C: 0.197 3.453 -0.566
N: 0.365 2.532 0.110
H: 2.226 3.964 -3.562
H: 1.838 2.995 -2.223
H: 1.329 6.136 -3.693
H: -0.089 6.449 -2.790
N: -1.910 0.682 -0.682
P: -2.447 -0.065 -1.915
N: -2.315 -1.772 -2.002
C: -3.150 -2.442 -0.959
C: -2.431 -3.616 -0.311
C: -1.844 -4.527 -1.381
C: -0.823 -3.753 -2.238
C: -0.919 -2.244 -2.028
N: -1.754 0.315 -3.416
C: -1.732 1.756 -3.697
C: -0.932 2.026 -4.964
C: -1.632 1.418 -6.191
C: -2.433 0.166 -5.797
C: -1.784 -0.543 -4.613
N: -4.097 0.163 -2.049
C: -4.906 -0.494 -3.068
C: -6.048 0.420 -3.494
C: -7.010 0.646 -2.312
C: -6.265 0.522 -0.970
C: -4.827 1.012 -1.091
H: -4.061 -2.818 -1.434
H: -3.450 -1.727 -0.190
H: -3.147 -4.157 0.310
H: -1.637 -3.257 0.348
H: -2.659 -4.895 -2.010
H: -1.373 -5.402 -0.929
H: -0.974 -3.974 -3.297
H: 0.196 -4.063 -1.990
H: -0.398 -1.739 -2.841
H: -0.379 -1.965 -1.109
H: -1.315 2.265 -2.830
H: -2.751 2.154 -3.829
H: 0.063 1.582 -4.844
H: -0.800 3.101 -5.098
H: -0.891 1.166 -6.953
H: -2.302 2.157 -6.636
H: -2.505 -0.526 -6.639
H: -3.455 0.450 -5.532
H: -0.758 -0.816 -4.902
H: -2.296 -1.471 -4.374
H: -5.329 -1.439 -2.695
H: -4.282 -0.754 -3.917
H: -6.575 -0.006 -4.350
H: -5.617 1.371 -3.818
H: -7.823 -0.082 -2.352
H: -7.467 1.635 -2.394
H: -6.251 -0.523 -0.645
H: -6.778 1.090 -0.192
H: -4.305 0.992 -0.138
H: -4.830 2.059 -1.424


No. 2
ORCA calculation (ωB97M-V/def2-TZVPD) on a cluster of 8 separate species, C28H30F3N5 in total.

**Calculated total energy**: -45121.973 eV
**Energy relative to the best compared isomer or geometry (same formula, charge and spin)**: 140.47 kJ/mol
**SMILES**: Fc1ccccc1.Fc1ccccc1.Fc1ccccc1.CC#N.CC#N.CC#N.CC#N.CC#N
**Net charge**: 0
**E_LUMO**: 0.0042 Ha

Atoms and positions in Å:
F: 17.168 -18.660 -23.999
C: 16.818 -17.390 -24.332
C: 16.550 -17.062 -25.630
C: 15.929 -15.834 -25.900
C: 15.748 -14.850 -24.899
C: 16.128 -15.180 -23.633
C: 16.627 -16.426 -23.354
H: 16.636 -17.820 -26.395
H: 15.611 -15.642 -26.914
H: 15.330 -13.883 -25.139
H: 16.084 -14.485 -22.808
H: 16.836 -16.573 -22.304
F: -1.362 -2.230 -27.346
C: -0.532 -3.248 -26.994
C: 0.801 -3.233 -27.329
C: 1.624 -4.174 -26.706
C: 1.074 -5.174 -25.965
C: -0.297 -5.258 -25.742
C: -1.121 -4.284 -26.293
H: 1.071 -2.375 -27.927
H: 2.689 -4.107 -26.866
H: 1.633 -5.991 -25.533
H: -0.620 -6.014 -25.043
H: -2.186 -4.337 -26.119
F: 7.033 -0.770 -22.053
C: 7.229 -1.203 -20.831
C: 7.115 -0.336 -19.752
C: 7.333 -0.782 -18.443
C: 7.656 -2.120 -18.216
C: 7.727 -3.007 -19.338
C: 7.445 -2.558 -20.623
H: 7.021 0.732 -19.885
H: 7.341 -0.077 -17.625
H: 7.893 -2.351 -17.188
H: 8.020 -4.047 -19.339
H: 7.470 -3.230 -21.468
C: 13.156 -2.866 -23.365
C: 14.397 -2.644 -24.032
N: 15.389 -2.482 -24.610
H: 12.425 -2.704 -24.156
H: 12.803 -2.131 -22.641
H: 13.012 -3.814 -22.847
C: 9.760 -17.408 -25.245
C: 8.324 -17.583 -25.307
N: 7.201 -17.728 -25.346
H: 10.029 -16.542 -24.641
H: 10.203 -17.517 -26.235
H: 10.180 -18.238 -24.677
C: 9.908 -9.708 -22.032
C: 8.440 -9.777 -21.959
N: 7.309 -9.806 -21.753
H: 10.346 -9.908 -21.054
H: 10.259 -8.753 -22.421
H: 10.229 -10.579 -22.605
C: 0.601 -13.168 -20.310
C: 0.294 -13.318 -18.928
N: 0.048 -13.442 -17.798
H: 0.448 -12.138 -20.632
H: 0.018 -13.850 -20.927
H: 1.659 -13.417 -20.391
C: 4.930 -11.202 -27.785
C: 6.366 -11.291 -27.773
N: 7.511 -11.409 -27.768
H: 4.747 -10.190 -28.146
H: 4.526 -11.521 -26.824
H: 4.553 -11.897 -28.536


No. 3
ORCA calculation (ωB97M-V/def2-TZVPD) on an isolated molecule of C18H17Cl2NO3.

**Calculated total energy**: -51620.674 eV
**Energy relative to the best compared isomer or geometry (same formula, charge and spin)**: 24.74 kJ/mol
**SMILES**: CC[C@H](C(=O)OCC(=O)Nc1c(Cl)cccc1Cl)c1ccccc1
**Net charge**: 0
**E_LUMO**: 0.0279 Ha

Atoms and positions in Å:
C: -4.584 -1.208 0.334
C: -3.220 -1.852 0.120
C: -2.321 -0.960 -0.743
C: -0.979 -1.578 -1.058
O: -0.337 -1.328 -2.052
O: -0.544 -2.381 -0.088
C: 0.763 -2.937 -0.216
C: 1.824 -1.933 0.267
O: 2.323 -1.997 1.363
N: 2.103 -0.984 -0.665
C: 2.978 0.089 -0.446
C: 4.298 -0.106 -0.032
Cl: 4.923 -1.699 0.131
C: 5.134 0.975 0.208
C: 4.672 2.262 0.007
C: 3.382 2.480 -0.447
C: 2.546 1.400 -0.666
Cl: 0.929 1.663 -1.227
C: -1.994 0.355 -0.060
C: -2.423 1.556 -0.609
C: -2.117 2.757 0.006
C: -1.370 2.772 1.171
C: -0.935 1.579 1.722
C: -1.246 0.377 1.111
H: -5.084 -1.041 -0.618
H: -4.478 -0.251 0.840
H: -5.213 -1.852 0.943
H: -3.343 -2.817 -0.377
H: -2.742 -2.029 1.083
H: -2.813 -0.746 -1.697
H: 0.777 -3.811 0.437
H: 0.949 -3.221 -1.257
H: 1.464 -0.892 -1.453
H: 6.144 0.795 0.537
H: 5.324 3.101 0.192
H: 3.018 3.479 -0.623
H: -2.997 1.551 -1.524
H: -2.458 3.684 -0.432
H: -1.122 3.710 1.645
H: -0.343 1.581 2.625
H: -0.894 -0.547 1.546


No. 4
ORCA calculation (ωB97M-V/def2-TZVPD) on a cluster of 4 separate species, C4H15NO3 in total.

**Calculated total energy**: -12023.135 eV
**Energy relative to the best compared isomer or geometry (same formula, charge and spin)**: 104.55 kJ/mol
**SMILES**: C=CCCN.O.O.O
**Net charge**: 0
**E_LUMO**: 0.0068 Ha

Atoms and positions in Å:
C: -1.431 0.230 -1.549
C: -1.308 -1.019 -1.062
C: -1.180 -1.327 0.415
C: 0.091 -2.113 0.779
N: 1.358 -1.406 0.578
H: -1.325 1.113 -0.885
H: -1.544 0.384 -2.631
H: -1.226 -1.850 -1.734
H: -1.162 -0.423 0.991
H: -2.061 -1.985 0.727
H: 0.164 -3.050 0.150
H: 0.051 -2.408 1.757
H: 1.574 -1.289 -0.372
H: 1.263 -0.468 1.006
O: 1.865 0.534 -2.105
H: 0.959 0.302 -2.286
H: 1.795 1.043 -1.259
O: -1.196 2.064 1.952
H: -2.014 1.955 1.580
H: -1.290 1.669 2.859
O: 1.310 1.866 0.483
H: 0.501 2.051 1.036
H: 1.953 2.454 0.874


| no. | F_max (eV/Å) |
| --- | --- |
| 1 | 0.6 |
| 2 | 3.3 |
| 3 | 0.7 |
| 4 | 4.2 |